(1)
DFT (ωB97M-V/def2-TZVPD) results for a structure of composition C14H38CrN3O9S4 in a non-equilibrium geometry.

Each line ends with the Mulliken spin population.
Geometry (Å):
Cr  0.52408  -0.03330  0.52678  4.04
S  -2.17605  -2.11943  1.54166  0.00
S  1.76623  -3.31866  -0.48802  0.01
S  -2.47268  1.89339  -0.17301  0.94
S  1.31148  3.36254  -0.90388  0.03
O  4.19062  0.37944  -0.29692  0.62
O  1.23518  -1.96983  -0.05271  0.02
O  0.05599  0.46769  2.59500  0.02
O  0.12051  -0.15842  -1.59322  -0.11
O  2.65841  0.02062  1.14936  0.20
O  4.57927  0.83558  1.71617  0.57
O  -1.10742  1.41207  0.30746  0.49
O  -1.16659  -1.25622  0.83819  0.05
O  1.32846  2.03636  -0.17023  0.01
N  0.44158  -0.57048  -3.84059  -0.01
N  0.64315  1.77959  4.32441  0.01
N  3.82120  0.39090  0.88225  0.52
C  2.95269  3.65921  -1.56350  0.00
C  -1.56160  0.74042  4.30606  0.00
C  -0.22022  1.01379  3.66891  0.01
C  -1.75364  -1.08035  -2.77525  0.13
C  0.33104  -4.28754  -1.10587  0.00
C  2.00371  2.20442  3.81456  0.01
C  0.40608  3.18330  -2.49545  0.01
C  1.82344  -0.09810  -3.96743  -0.02
C  -2.75015  -3.38186  0.34072  0.01
C  -0.28970  -0.56827  -2.71761  0.06
C  -3.82452  0.88306  0.52105  0.17
C  -1.15403  -3.23463  2.69042  0.01
C  2.80560  -3.05481  -2.01196  0.00
C  -2.87354  3.49063  0.77900  0.24
H  2.46882  -0.87700  -4.37350  0.00
H  -3.81397  -0.13009  0.11918  -0.04
H  -0.39977  -3.94526  -1.83859  0.00
H  1.95215  0.77634  -4.60531  0.00
H  2.82042  4.64420  -2.01116  0.00
H  -3.59922  0.77793  1.58231  0.00
H  -1.79522  -0.31071  4.13685  0.00
H  3.24697  2.87176  -2.25736  0.00
H  -2.43380  1.26555  3.91669  0.00
H  -0.31282  -4.65385  -0.30628  0.00
H  2.60663  2.70424  4.57269  0.00
H  1.98743  2.87229  2.95329  0.00
H  0.71077  -5.24041  -1.47455  0.00
H  2.09080  0.36710  -3.01864  0.01
H  0.78049  2.25707  -2.93138  0.00
H  0.31710  2.17298  5.19563  0.00
H  -2.02061  4.14496  0.59877  -0.02
H  3.54037  -2.28598  -1.77296  0.00
H  -3.32063  -4.23201  0.71474  0.00
H  -1.85317  -4.04224  2.90736  0.00
H  -3.67082  4.09354  0.34430  0.00
H  -2.10035  -3.58606  -0.51026  0.00
H  -4.83612  1.27324  0.40916  0.01
H  -0.67233  3.08009  -2.37510  0.01
H  -1.53315  1.07988  5.34146  0.00
H  -2.34542  -0.17954  -2.61268  -0.03
H  2.22834  -2.71891  -2.87337  0.00
H  -0.99935  -2.75088  3.65487  0.00
H  3.37316  -3.95251  -2.25711  0.00
H  -3.45879  -2.79640  -0.24508  0.00
H  2.60274  1.31901  3.60173  0.00
H  -2.06789  -1.34159  -3.78575  0.01
H  3.66980  3.66186  -0.74262  0.00
H  -2.09072  -1.83860  -2.06848  -0.01
H  0.63759  3.98262  -3.19944  0.00
H  -0.23966  -3.53317  2.17770  0.00
H  -0.05533  -0.89874  -4.65632  0.00
H  -3.06300  3.34820  1.84291  0.03

Cartesian forces (eV/Å) of the 3 atoms listed first:
1.481 -0.098 0.977
1.839 -1.009 0.749
-0.502 1.008 -0.205

HOMO-LUMO gap (alpha / beta), eV: 4.235 / 6.136
LUMO level (alpha / beta), eV: -1.98 / -5.00
Energy, eV: -109774.351
Spin multiplicity: 9
Relative energy (zero: lowest compared OMol25 entry of this formula, charge and spin), kJ/mol: 215.1
Net charge: +1
HOMO energy (alpha / beta), eV: -6.219 / -11.133


(2)
DFT (ωB97M-V/def2-TZVPD) results for a structure of composition C14H38CrN3O9S4 in a non-equilibrium geometry.

Each line ends with the Mulliken spin population.
Geometry (Å):
Cr  -0.21214  0.68342  -0.43207  5.91
S  5.79939  0.04904  1.90539  0.01
S  -0.56364  -3.06080  4.66605  0.24
S  -0.53086  5.35638  3.89264  0.00
S  -4.73831  -3.41496  -2.23033  0.00
O  4.27244  -0.11601  1.93799  0.01
O  2.54930  3.83571  -2.24593  0.25
O  2.37802  -2.01660  -3.58679  0.00
O  -3.95416  3.50004  -2.32533  0.00
O  4.57254  4.41820  -2.15367  0.34
O  3.72275  4.29060  -4.10383  0.47
O  -1.14191  -2.45609  3.39019  0.66
O  -0.12316  4.03547  3.19019  0.01
O  -3.35738  -2.70907  -2.14609  0.00
N  3.28114  -4.06811  -3.95786  0.00
N  -5.67910  4.29523  -3.53447  0.00
N  3.60414  4.14784  -2.82727  -0.04
C  6.59185  -1.38891  2.67423  0.00
C  -5.04593  5.45428  -1.54696  0.00
C  0.22134  -4.69893  4.46602  0.05
C  3.96030  -2.18502  -5.31929  0.00
C  0.06352  5.15343  5.65023  0.00
C  2.54713  -4.84439  -2.94581  0.00
C  0.74037  6.60097  3.42286  0.00
C  3.13283  -2.75078  -4.20970  0.01
C  -2.00836  -3.48174  5.68062  0.06
C  -4.81271  -4.84698  -0.99826  0.00
C  6.25889  1.28605  3.22517  0.00
C  -4.87127  4.32718  -2.48533  0.01
C  -4.68828  -4.38410  -3.82352  0.00
C  -5.63756  3.35202  -4.61813  0.00
H  5.02442  -2.23056  -5.08760  0.00
H  -5.67477  -4.98541  -0.34573  0.00
H  -4.98595  -5.73615  -1.60444  0.00
H  1.14925  5.06579  5.61013  0.00
H  -3.76469  -4.92500  -4.02964  0.00
H  -5.48632  -5.10501  -3.64602  0.00
H  -4.61156  3.16385  -4.93438  0.00
H  3.64460  -1.19720  -5.65493  0.00
H  3.06458  -4.58399  -2.02248  0.00
H  1.49089  -4.57586  -2.96523  0.00
H  -2.61087  -2.64786  6.04082  0.00
H  0.38722  7.62957  3.34941  0.00
H  7.66925  -1.31538  2.82222  0.00
H  -4.88554  -3.70490  -4.65291  0.00
H  6.00408  0.83517  4.18428  0.00
H  -6.27930  5.08494  -3.72470  0.00
H  6.39980  -2.28659  2.08651  0.00
H  3.83463  -4.63452  -4.58469  0.00
H  1.08704  6.35722  2.41862  0.00
H  -0.27177  -5.46169  3.86340  0.00
H  2.58354  -5.91972  -3.12022  0.00
H  -5.51674  5.08500  -0.63588  0.00
H  -6.03816  2.38053  -4.32858  0.00
H  -3.90825  -5.03252  -0.41893  0.00
H  6.23866  -1.50815  3.69850  0.00
H  7.32506  1.50764  3.27264  0.00
H  0.39941  -5.09110  5.46731  0.00
H  -5.64096  6.19403  -2.08251  0.00
H  -0.37958  4.30665  6.17438  0.00
H  -0.24448  6.01891  6.23691  0.00
H  -1.71263  -4.12310  6.51085  0.00
H  1.18228  -4.40674  4.04257  0.00
H  3.73710  -2.84028  -6.16126  0.00
H  5.71004  2.22509  3.15392  0.00
H  1.58396  6.58859  4.11300  0.00
H  -4.09117  5.87034  -1.22536  0.00
H  -6.19251  3.78957  -5.44799  0.00
H  -2.55171  -4.15451  5.01710  0.01

Cartesian forces (eV/Å) of the 3 atoms listed first:
-0.019 -0.044 0.042
-1.344 0.866 -0.047
-1.730 -0.227 -0.697

HOMO-LUMO gap (alpha / beta), eV: 3.344 / 2.319
LUMO level (alpha / beta), eV: -3.27 / -7.90
Energy, eV: -109771.630
Spin multiplicity: 9
Relative energy (zero: lowest compared OMol25 entry of this formula, charge and spin), kJ/mol: 477.6
Net charge: +1
HOMO energy (alpha / beta), eV: -6.610 / -10.216


(3)
DFT (ωB97M-V/def2-TZVPD) results for a cluster of 4 separate species, C14H38N2O7 in total in a non-equilibrium geometry.

Each line ends with the Mulliken spin population.
Geometry (Å):
O  2.81871  -2.36711  -0.64746  0.00
O  0.26542  -1.92499  0.68624  0.00
O  -1.78650  1.07971  -1.57197  0.02
O  -0.94111  -4.32488  1.70741  0.00
O  4.32220  1.95299  2.02644  0.00
O  -4.09317  3.19568  -5.25328  0.01
O  -0.17158  -3.36893  5.05721  0.00
N  -3.98000  2.66298  -2.31334  0.74
N  2.59446  -0.76163  1.77623  0.00
C  -5.21232  2.63946  -3.09681  0.04
C  -0.41272  -3.12289  3.71171  0.00
C  -5.18723  3.45302  -4.40995  0.02
C  -3.96893  1.80271  -1.14834  0.05
C  3.76194  -0.75785  0.87040  0.00
C  -0.37212  1.39535  -1.63426  0.00
C  5.28201  2.87914  2.49582  0.00
C  -4.09429  1.83129  -5.79897  0.00
C  -0.37747  -4.52633  2.98985  0.00
C  -2.58971  1.70809  -0.52711  0.01
C  2.56149  -3.73792  -0.72414  0.00
C  3.47434  1.31334  2.99503  0.00
C  2.28627  0.64706  2.17034  0.00
C  3.97486  -2.13286  0.21666  0.00
H  0.66572  -4.82670  3.08808  0.00
H  3.70384  0.02523  0.11442  0.00
H  -5.10577  4.47162  -4.03057  0.00
H  2.01436  1.19479  1.26803  0.00
H  4.88739  -2.19739  -0.37597  0.00
H  1.67013  -3.89047  -1.33266  0.00
H  4.01284  0.69469  3.71293  0.00
H  5.96002  3.13808  1.68259  0.00
H  -3.99594  1.09473  -5.00153  0.00
H  1.43434  0.61504  2.84953  0.00
H  0.30146  -2.43578  3.25793  0.00
H  -0.12226  -1.37165  0.00818  0.00
H  4.74587  -0.58512  1.30644  0.00
H  -3.27001  2.20212  -2.86435  -0.02
H  2.32735  -4.25179  0.20818  0.00
H  0.06002  0.87138  -0.78173  0.00
H  -2.63973  0.95240  0.25681  0.00
H  -0.50038  -3.56350  1.32313  0.00
H  -5.54196  1.63493  -3.36205  0.06
H  2.95102  2.05733  3.59563  0.00
H  3.42289  -4.26192  -1.13830  0.00
H  -1.40424  -2.67457  3.64842  0.00
H  -0.08953  -2.54104  5.53623  0.00
H  -2.10885  2.58399  -0.09160  0.00
H  -4.62146  2.15894  -0.35122  0.01
H  -3.29273  1.74131  -6.53212  0.00
H  2.99149  -1.18697  2.60178  0.00
H  -5.01198  1.73755  -6.37963  0.00
H  -6.11906  3.45310  -4.97544  0.00
H  4.78744  3.81322  2.76228  0.00
H  1.19278  -1.68787  0.68832  0.00
H  -0.95914  -5.28375  3.51528  0.00
H  0.05002  1.02677  -2.56916  0.00
H  4.06870  -2.90875  0.97647  0.00
H  -4.22280  0.76163  -1.34784  0.04
H  5.82764  2.40588  3.31216  0.00
H  -0.19056  2.46976  -1.66223  0.00
H  -6.03368  3.02714  -2.49416  0.01

Cartesian forces (eV/Å) of the 3 atoms listed first:
1.049 0.074 1.340
-1.172 -0.142 -0.072
-0.313 1.063 -0.487

HOMO-LUMO gap (alpha / beta), eV: 8.529 / 2.643
LUMO level (alpha / beta), eV: -2.57 / -8.45
Energy, eV: -32433.841
Spin multiplicity: 2
Net charge: +1
HOMO energy (alpha / beta), eV: -11.096 / -11.096


Question: Which formula does entry 3 have?
Answer: C14H38N2O7


Question: Which formula does entry 2 have?
Answer: C14H38CrN3O9S4